a:
Here is one molecule with the formula C5H11N3O from OMol25. Energies are from wB97M-V/def2-TZVPD.

The geometry in XYZ format:
```
20
Properties=species:S:1:pos:R:3:nbo_charge:R:1
C 0.94084 1.58449 -1.87199 -0.441
N 0.30839 0.52398 -1.12772 -0.556
C -0.34948 0.77313 -0.06236 0.453
N -0.40355 1.93497 0.62459 -0.827
C -0.89027 -0.44444 0.67405 -0.205
N -1.29330 -0.08955 2.02410 -0.853
C 0.34805 -1.42636 0.63925 0.633
C 0.46318 -2.27515 -0.58307 -0.746
O 1.01488 -1.56230 1.64119 -0.565
H 1.78620 2.01265 -1.32132 0.180
H 1.29688 1.16121 -2.81054 0.205
H 0.24122 2.39138 -2.11501 0.179
H 0.11185 2.74059 0.32144 0.396
H -0.77829 1.88761 1.55889 0.426
H -1.70960 -0.86453 0.08850 0.221
H -2.03752 -0.69710 2.34557 0.373
H -0.49385 -0.24734 2.63904 0.386
H 1.38433 -2.85374 -0.56236 0.228
H -0.38639 -2.95090 -0.66321 0.229
H 0.44643 -1.59863 -1.43906 0.284
```

- SMILES string = C/N=C(\N)[C@H](N)C(C)=O



b:
Here is a 2-piece molecular cluster, C5H11N3O overall from OMol25. Energies are from wB97M-V/def2-TZVPD.

The geometry in XYZ format:
```
20
Properties=species:S:1:pos:R:3:nbo_charge:R:1
H 0.92609 2.08340 -0.36551 0.350
N 1.07931 1.46198 -1.16482 -0.605
C 1.38812 0.28908 -0.81890 0.209
C 1.68098 -0.77344 -1.81886 -0.681
C 1.46414 -0.09262 0.68019 0.373
O 1.32622 0.75381 1.53534 -0.548
H 0.90898 -1.53807 -1.76095 0.243
H 1.68645 -0.34730 -2.81775 0.240
H 2.64333 -1.23551 -1.60479 0.218
H 1.94738 -1.06796 0.86284 0.128
C -0.72666 -1.41584 0.89128 -0.248
N -1.02918 -0.76052 -0.17804 -0.198
N -1.70677 0.37355 -0.15942 -0.406
C -2.09064 1.09001 1.04314 -0.454
H -0.28234 -2.38568 0.73464 0.190
H -1.09019 -1.18739 1.88969 0.174
H -1.52205 0.92977 -0.98387 0.389
H -2.57811 2.01379 0.74566 0.217
H -1.22838 1.32234 1.67400 0.210
H -2.79668 0.48661 1.61612 0.198
```

- SMILES string = [H]/N=C(/C)C=O.C=NNC



c:
Here is a 2-piece molecular cluster, C5H11N3O overall from OMol25. Energies are from wB97M-V/def2-TZVPD.

The geometry in XYZ format:
```
20
Properties=species:S:1:pos:R:3:nbo_charge:R:1
H 1.57450 -2.15014 -0.67813 0.335
N 0.64489 -1.73846 -0.61505 -0.680
C 0.50538 -0.90448 0.32391 0.315
C 1.49364 -0.60179 1.41419 -0.717
C -1.01260 -0.49472 0.68554 0.187
O -1.08138 0.79513 1.16604 -0.719
N -1.95538 -0.76274 -0.37853 -0.487
N -2.07921 0.21919 -1.39157 -0.662
H 1.16830 0.26194 1.98932 0.241
H 1.56880 -1.46271 2.07863 0.236
H 2.47968 -0.41640 0.99060 0.225
H -1.25867 -1.16705 1.51623 0.183
H -0.71710 1.40549 0.47302 0.481
H -1.71960 -1.64806 -0.81741 0.374
H -2.57599 1.01620 -1.00473 0.351
H -1.16499 0.51827 -1.74588 0.326
C 1.12853 1.25162 -1.28564 -0.204
C 0.85830 2.21279 -0.60618 -0.288
H 1.29305 0.55273 -2.05671 0.251
H 0.84983 3.11317 -0.05765 0.251
```

- SMILES string = [H]/N=C(\C)[C@@H](O)NN.C#C



d:
Here is one molecule with the formula C5H11N3O from OMol25. Energies are from wB97M-V/def2-TZVPD.

The geometry in XYZ format:
```
20
Properties=species:S:1:pos:R:3:nbo_charge:R:1
H 0.98802 -0.36723 -2.01768 0.337
N 0.35019 -1.16365 -2.02104 -0.673
C -0.53539 -1.11622 -1.10659 0.294
N -0.99693 -0.05485 -0.30201 -0.477
C -2.38706 0.26907 -0.09837 -0.400
C 0.02081 0.74137 0.18369 0.260
N -0.10755 2.11120 0.02568 -0.820
C 1.17988 0.08106 0.51844 0.189
C 1.29070 -1.15455 1.35121 -0.657
O 2.35230 0.78212 0.25401 -0.716
H -1.24548 -1.94300 -1.09813 0.153
H -2.52323 0.72775 0.88543 0.215
H -2.97144 -0.64611 -0.12024 0.206
H -2.73891 0.96685 -0.86391 0.188
H -0.51670 2.42355 -0.84690 0.371
H 0.74112 2.60963 0.25480 0.396
H 1.52057 -0.90789 2.38841 0.218
H 0.37497 -1.74997 1.29380 0.232
H 2.10112 -1.77704 0.98697 0.202
H 3.10300 0.16790 0.33243 0.480
```

- SMILES string = [H]/N=C\N(C)/C(N)=C(\C)O



Result of the stability comparison: c is the least stable of them.



a:
Here is one molecule with the formula C5H11N3O from OMol25. Energies are from wB97M-V/def2-TZVPD.

The geometry in XYZ format:
```
20
Properties=species:S:1:pos:R:3:nbo_charge:R:1
C -1.38731 1.60423 -0.31625 -0.415
C 0.33155 -0.73840 1.99817 -0.640
N -0.87860 0.26823 -0.01588 0.033
C -0.05656 -0.34576 -1.12148 0.314
C 1.11667 -0.19695 -0.41595 -0.105
N 2.46205 -0.52049 -0.67211 -0.833
C 0.48429 0.24636 0.85903 0.019
O -1.95887 -0.55490 0.32195 -0.560
N -0.75463 -0.80162 -2.10834 -0.940
H -2.07414 -1.07842 -0.50597 0.510
H 3.15216 0.20562 -0.50911 0.362
H 2.64042 -0.83284 -1.62031 0.375
H -0.21223 -1.31651 -2.78929 0.360
H 0.74521 1.24346 1.24500 0.177
H -2.05849 1.52571 -1.17114 0.237
H -1.92420 1.98663 0.55002 0.214
H -0.55097 2.25208 -0.56706 0.222
H -0.00543 -1.70237 1.62428 0.230
H 1.30471 -0.86588 2.46996 0.228
H -0.37565 -0.37819 2.74444 0.214
```



b:
Here is a 2-piece molecular cluster, C5H11N3O overall from OMol25. Energies are from wB97M-V/def2-TZVPD.

The geometry in XYZ format:
```
20
Properties=species:S:1:pos:R:3:nbo_charge:R:1
N 1.06689 1.21687 1.66382 -0.354
C 0.48461 0.22684 1.42560 0.220
C 0.33106 -1.21767 1.77230 0.584
N 1.52678 -1.81957 1.99154 -0.791
O -0.73916 -1.78179 1.79152 -0.552
H 2.36383 -1.26426 2.07994 0.413
H 1.52790 -2.78629 2.27178 0.415
C -1.42977 -0.89634 -1.20606 -0.623
C -1.09472 0.39304 -0.46931 -0.515
C 0.41740 1.07648 -1.36709 -0.128
N 0.85636 2.29817 -0.90201 -0.831
H -1.31387 -0.79178 -2.28594 0.195
H -2.46200 -1.19460 -1.01886 0.212
H -0.77626 -1.70586 -0.88311 0.200
H -1.53816 0.33389 0.52728 0.234
H -1.71536 1.21799 -0.82593 0.195
H 1.14391 0.28210 -1.21244 0.179
H 0.04731 1.10798 -2.38941 0.197
H 1.10566 2.25651 0.10516 0.393
H 0.19757 3.04830 -1.06877 0.359
```

- SMILES string = N#CC(N)=O.CCCN



Result of the stability comparison: a is the least stable of them.



a:
Here is one molecule with the formula C5H11N3O from OMol25. Energies are from wB97M-V/def2-TZVPD.

The geometry in XYZ format:
```
20
Properties=species:S:1:pos:R:3:nbo_charge:R:1
C -0.70630 1.21452 1.70032 -0.633
C 0.06053 0.71766 0.49777 -0.183
C 0.41589 1.80698 -0.50455 -0.604
C 0.98959 -0.35596 0.65937 0.143
N 0.72517 -1.21858 -0.28986 -0.213
N 1.67038 -2.08893 -0.84042 -0.636
C -0.65083 -0.60928 -0.89837 0.716
N -1.79558 -1.16335 -0.28005 -0.876
O -0.65044 -0.32769 -2.08600 -0.689
H -1.73565 1.43628 1.40230 0.232
H -0.28341 2.13600 2.11857 0.207
H -0.75638 0.46952 2.49793 0.204
H -0.49778 2.26083 -0.89536 0.222
H 1.01031 2.59007 -0.01970 0.196
H 0.97152 1.42380 -1.35822 0.226
H 1.74152 -0.56878 1.41908 0.197
H 1.16965 -2.79799 -1.36425 0.370
H 2.26849 -1.58139 -1.48721 0.366
H -2.29661 -1.78070 -0.90665 0.382
H -1.65007 -1.56301 0.63528 0.372
```

- SMILES string = CC(C)=CN(N)C(N)=O



b:
Here is C5H11N3O as an isolated structure from OMol25. Energies are from wB97M-V/def2-TZVPD.

The geometry in XYZ format:
```
20
Properties=species:S:1:pos:R:3:nbo_charge:R:1
C -2.28259 -1.41471 0.49311 0.442
C 1.31805 1.19065 0.14056 -0.506
C 2.56942 0.65056 0.82998 -0.596
C 1.25122 0.76922 -1.32105 0.678
N -1.14834 -2.12745 0.31191 -0.733
N 0.07429 0.16629 -1.68812 -0.871
C -3.09054 0.35096 1.08361 -0.159
N -2.32593 -0.11967 0.11596 -0.680
O 2.19727 0.83936 -2.08111 -0.614
H -3.15072 -2.02749 0.74374 0.201
H -0.34819 -1.61890 -0.05832 0.433
H -1.13120 -3.07875 0.64466 0.412
H -0.05108 -0.00323 -2.67513 0.397
H -0.77623 0.35954 -1.16308 0.421
H -3.49874 1.33150 0.79352 0.100
H 0.41556 0.89295 0.67950 0.207
H 1.33132 2.28535 0.15138 0.232
H 3.46210 0.98361 0.30266 0.228
H 2.62405 1.01035 1.85810 0.211
H 2.56028 -0.44013 0.83812 0.197
```



c:
Here is a 2-piece molecular cluster, C5H11N3O overall from OMol25. Energies are from wB97M-V/def2-TZVPD.

The geometry in XYZ format:
```
20
Properties=species:S:1:pos:R:3:nbo_charge:R:1
H 2.36137 1.25122 -1.39015 0.279
N 2.53542 0.34428 -0.92146 -0.408
N 1.56826 -0.35555 -0.67392 0.050
N 0.31234 -0.01109 -0.93367 -0.292
C -0.07157 1.25652 -1.53540 -0.467
C -0.66842 -0.98050 -0.65018 0.459
C -0.41921 -2.28299 -0.71063 -0.509
O -1.89762 -0.48688 -0.34499 -0.691
H 0.25402 2.09436 -0.90334 0.204
H -1.15890 1.28121 -1.63323 0.243
H 0.37304 1.35216 -2.53028 0.208
H 0.54193 -2.64574 -1.01690 0.224
H -1.18220 -2.99233 -0.44818 0.215
H -1.80788 0.21118 0.31043 0.485
C -0.04955 0.97273 2.12880 -0.424
C -0.20017 -0.32102 2.34233 -0.373
H 0.90783 1.39451 1.87796 0.200
H -0.87172 1.67201 2.18708 0.187
H -1.16226 -0.75235 2.59671 0.196
H 0.63526 -1.00174 2.24901 0.213
```

- SMILES string = [H]/N=N\N(C)C(=C)O.C=C



Result of the stability comparison: c is the least stable of them.